(1)
The following is a DFT calculation (ωB97M-V with the def2-TZVPD basis set) of C53H46ClGeN3O4STc as an isolated structure.

Results
E_HOMO, eV: -15.145
Orbital gap, hartree: 0.2039
Total charge: +3
Energy above the lowest of the compared OMol25 structures with the same formula, charge and spin, kJ/mol: 16.8
Lowest unoccupied orbital energy, eV: -9.597

CARTESIAN COORDINATES (ANGSTROEM)
Tc1 -0.7455 0.0812 0.5835
Cl1 -3.7029 5.5500 4.5169
C1 -3.0860 4.4221 3.3751
C2 -2.8373 4.8306 2.0619
C3 -2.3261 3.9471 1.1302
C4 -2.0453 2.6392 1.5127
O1 -1.5924 1.7750 0.5909
C5 -2.2970 2.2117 2.8225
C6 -2.0831 0.8617 3.2542
N1 -1.5409 -0.0969 2.5781
C7 -1.4549 -1.4059 3.1538
C8 -1.8477 -1.7854 4.4112
C9 -1.7185 -3.1305 4.8193
C10 -1.2079 -4.0797 3.9800
C11 -0.7823 -3.7152 2.6818
C12 -0.2464 -4.6242 1.7456
C13 0.1487 -4.1796 0.5142
C14 0.0211 -2.8187 0.2081
N2 -0.4932 -1.9513 1.0614
C15 -0.9029 -2.3702 2.2903
C16 -2.8306 3.1216 3.7509
H1 -3.0516 5.8521 1.7780
H2 -2.1378 4.2607 0.1128
H3 -2.4389 0.6387 4.2555
H4 -2.2649 -1.0838 5.1186
H5 -2.0424 -3.4023 5.8138
H6 -1.1248 -5.1114 4.2936
H7 -0.1516 -5.6688 2.0154
H8 0.5634 -4.8483 -0.2256
H9 0.3346 -2.4299 -0.7508
H10 -3.0304 2.8023 4.7650
C17 -2.0234 -2.3775 -8.5680
O2 -1.4430 -1.9908 -7.3101
C18 -0.1146 -2.1610 -7.1523
C19 0.7688 -2.6161 -8.1251
C20 2.1093 -2.7593 -7.8058
C21 2.5899 -2.4765 -6.5311
C22 1.7241 -2.0246 -5.5547
C23 0.3855 -1.8482 -5.8784
N3 -0.6092 -1.4488 -4.9338
C24 -0.5728 -0.6911 -3.8847
C25 0.5052 0.1699 -3.4398
C26 1.3904 0.7748 -4.3380
C27 2.3307 1.6817 -3.8873
C28 2.4000 1.9916 -2.5341
C29 1.5156 1.4295 -1.6255
C30 0.5649 0.5229 -2.0734
O3 -0.3582 -0.0427 -1.2463
H11 -1.8304 -3.4311 -8.7668
H12 -1.6268 -1.7544 -9.3685
H13 -3.0893 -2.2067 -8.4626
H14 0.4191 -2.8549 -9.1174
H15 2.7925 -3.1087 -8.5674
H16 3.6363 -2.6163 -6.3025
H17 2.0847 -1.8165 -4.5589
H18 -1.5191 -1.8356 -5.1813
H19 -1.4910 -0.6715 -3.3081
H20 1.3342 0.5400 -5.3915
H21 3.0053 2.1519 -4.5881
H22 3.1456 2.6904 -2.1787
H23 1.5658 1.7057 -0.5832
O4 -2.7842 -0.6965 0.0026
S1 -4.1125 0.0201 0.3325
C31 -4.5014 1.0886 -1.0801
C32 -5.4427 0.3125 -1.9967
C33 -6.3369 -0.5015 -1.0654
C34 -5.3931 -1.1914 -0.0849
H24 -3.5448 1.3854 -1.5074
H25 -4.9832 1.9738 -0.6601
H26 -4.8755 -0.3538 -2.6502
H27 -6.0125 0.9917 -2.6282
H28 -6.9355 -1.2419 -1.5939
H29 -7.0283 0.1558 -0.5348
H30 -4.8369 -2.0051 -0.5541
H31 -5.8588 -1.5490 0.8302
C35 0.7195 0.5348 1.2339
Ge1 2.3467 0.9480 2.4186
C36 2.4566 -0.8084 3.2212
C37 2.8682 -1.8762 2.4198
C38 3.0490 -3.1390 2.9626
C39 2.7976 -3.3546 4.3109
C40 2.3628 -2.3096 5.1121
C41 2.1958 -1.0419 4.5715
C42 1.6986 2.4316 3.4613
C43 2.0651 2.5979 4.7988
C44 1.7007 3.7441 5.4896
C45 0.9824 4.7449 4.8508
C46 0.6324 4.6029 3.5159
C47 0.9820 3.4494 2.8306
C48 3.7895 1.4074 1.2315
C49 3.7959 2.6620 0.6175
C50 4.8499 3.0398 -0.1976
C51 5.9108 2.1670 -0.4059
C52 5.9203 0.9243 0.2082
C53 4.8631 0.5443 1.0232
H32 3.1068 -1.7126 1.3726
H33 3.4104 -3.9500 2.3440
H34 2.9588 -4.3341 4.7420
H35 2.1802 -2.4750 6.1655
H36 1.8674 -0.2374 5.2168
H37 2.6682 1.8556 5.3070
H38 1.9966 3.8665 6.5226
H39 0.7153 5.6450 5.3880
H40 0.1031 5.3980 3.0082
H41 0.7182 3.3678 1.7793
H42 2.9992 3.3730 0.8114
H43 4.8634 4.0236 -0.6476
H44 6.7420 2.4673 -1.0293
H45 6.7595 0.2573 0.0660
H46 4.8958 -0.4212 1.5139


(2)
The following is a DFT calculation (ωB97M-V with the def2-TZVPD basis set) of a 2-piece molecular cluster, C6H10F2 overall.

Results
E_HOMO, eV: -10.733
Orbital gap, hartree: 0.3705
Energy above the lowest of the compared OMol25 structures with the same formula, charge and spin, kJ/mol: 355.1
Lowest unoccupied orbital energy, eV: -0.650

CARTESIAN COORDINATES (ANGSTROEM)
C1 -2.9059 1.5992 1.0229
C2 -1.8544 1.0387 1.5043
C3 -0.2699 -2.0020 -0.7423
C4 1.9015 1.0929 0.1789
C5 0.9377 -1.2140 -0.2622
C6 0.7460 0.3040 -0.4115
F1 1.1469 -1.4813 1.0747
F2 0.5990 0.5885 -1.7537
H1 -3.5575 2.1836 1.6554
H2 -3.2453 1.5562 0.0009
H3 -0.2018 0.5949 0.0825
H4 -0.1223 -3.0598 -0.5445
H5 -1.1581 -1.6658 -0.2116
H6 -0.4064 -1.8492 -1.8083
H7 1.7293 2.1587 0.0579
H8 2.8404 0.8192 -0.3037
H9 1.9681 0.8650 1.2418
H10 1.8529 -1.5288 -0.7815


Q: Which formula does entry 2 have?
A: C6H10F2